The following is a DFT calculation (ωB97M-V with the def2-TZVPD basis set) of 4 unconnected molecules or ions with the total composition C24H52BrF5N3.

orbital gap = 5.39 eV
HOMO level = -3.00 eV
LUMO level = 2.38 eV

Structure (ORCA input):
```
! RIJCOSX wB97M-V def2-TZVPD def2/J DEFGRID3
* xyz -1 1
F -2.17142 -4.00270 5.91209
C -2.26020 -4.61673 4.72114
F -3.44662 -4.25006 4.20041
F -2.39884 -5.93249 4.96850
C -1.06863 -4.29317 3.80708
F -1.32673 -4.99713 2.61086
F -0.01797 -5.17843 4.32630
C -0.79990 -2.90622 3.65452
C 0.42212 -2.60637 2.79782
C 0.85495 -1.14899 2.95052
C 2.25470 -0.85312 2.41789
Br 3.55734 -0.29830 3.75946
H -0.69789 -2.45567 4.64549
H 0.16364 -2.75208 1.74379
H 1.28972 -3.25363 3.00569
H 0.75852 -0.83169 3.98888
H 0.17252 -0.52189 2.36801
H 2.70427 -1.73869 1.97012
H 2.27058 -0.05454 1.68019
C 4.71875 -1.09001 -0.87926
C 3.70139 -0.21016 -1.59097
N 3.31692 0.94452 -0.80418
C 2.10494 1.59581 -1.26101
C 2.11151 2.24069 -2.65268
C 4.39889 1.80396 -0.36004
C 5.32208 2.44287 -1.40563
H 4.37145 -1.33845 0.12432
H 4.86153 -2.01717 -1.43612
H 5.69266 -0.60634 -0.79269
H 2.78988 -0.78987 -1.76226
H 4.09158 0.05468 -2.58945
H 1.83293 2.34911 -0.51612
H 1.30922 0.84428 -1.22860
H 2.71910 3.14551 -2.68557
H 1.09251 2.51896 -2.93059
H 2.48277 1.55218 -3.41360
H 5.01079 1.23152 0.34155
H 3.94261 2.59297 0.24309
H 5.69368 1.70515 -2.11946
H 6.18869 2.87933 -0.90524
H 4.83105 3.23757 -1.96728
C -2.77192 -0.33632 1.83108
C -3.87941 0.70362 1.77959
N -3.45649 2.02016 2.23713
C -4.55569 2.90710 2.55724
C -5.50467 3.33759 1.42896
C -2.34516 2.62124 1.51318
C -2.49628 2.80821 -0.00496
H -2.31411 -0.39095 2.81716
H -3.16873 -1.32675 1.61093
H -1.98472 -0.13273 1.10010
H -4.68607 0.38423 2.44519
H -4.31241 0.72859 0.76469
H -4.13546 3.80146 3.02719
H -5.14935 2.40968 3.33082
H -5.03175 4.03383 0.73742
H -6.37655 3.84033 1.85404
H -5.86358 2.48022 0.85852
H -1.45209 2.01971 1.69831
H -2.14900 3.59085 1.97864
H -2.81637 1.88211 -0.48320
H -1.53904 3.09036 -0.44975
H -3.21734 3.58451 -0.25690
C 1.30560 0.20517 -4.79367
C 0.95307 -0.90369 -3.81218
N 0.38289 -0.41143 -2.57416
C 0.30275 -1.41713 -1.52544
C -0.61265 -2.62341 -1.75701
C -0.77961 0.44360 -2.72510
C -1.96072 -0.08333 -3.55125
H 1.92751 0.96318 -4.31587
H 1.85785 -0.20996 -5.63823
H 0.41753 0.69696 -5.19314
H 1.86113 -1.45224 -3.54564
H 0.30056 -1.62793 -4.32862
H -0.00042 -0.91194 -0.60521
H 1.32089 -1.77709 -1.34562
H -1.66695 -2.35134 -1.70936
H -0.43842 -3.36734 -0.97931
H -0.42199 -3.09726 -2.72199
H -0.44833 1.38866 -3.16819
H -1.13477 0.69740 -1.72420
H -1.63703 -0.47230 -4.51815
H -2.66180 0.73177 -3.74411
H -2.50601 -0.87263 -3.03591
*
```

The following is a DFT calculation (ωB97M-V with the def2-TZVPD basis set) of a molecular structure, C24H52LiN3O15.

orbital gap = 8.01 eV
HOMO level = -8.06 eV
LUMO level = -0.05 eV
energy relative to the best compared isomer or geometry (same formula, charge and spin) = 2705.9 kJ/mol

Structure (ORCA input):
```
! RIJCOSX wB97M-V def2-TZVPD def2/J DEFGRID3
* xyz 0 1
Li 1.55149 0.28832 0.80934
N 0.03551 -0.15883 -0.24821
O 0.96656 -0.96043 -0.19034
O 0.07456 0.70986 0.62448
O -0.84846 -0.21606 -1.04841
C -0.59818 -2.87245 -1.20605
N 0.76304 -3.46422 -1.23056
O 1.15835 -4.02464 -2.21008
O 1.40907 -3.29399 -0.22624
H -0.60825 -2.52022 -2.23753
H -0.62896 -1.99188 -0.56437
H -1.18528 -3.76532 -0.99111
C -2.98686 0.41145 -1.36328
N -2.69687 1.87273 -1.57699
O -2.68080 2.57940 -0.56857
O -2.68201 2.29385 -2.74584
H -4.02684 0.23826 -1.08661
H -2.59950 0.07613 -0.40120
H -2.60331 -0.25868 -2.13264
C 2.87604 -2.01006 0.66743
O 3.10816 -0.70925 1.12425
C 3.95099 0.12849 0.27852
C 3.22563 0.57017 -0.95648
O 2.03979 1.25407 -0.57153
C 1.26321 1.86117 -1.62454
H 3.77760 -2.61855 0.73837
H 2.56339 -2.02848 -0.37660
H 2.05612 -2.46981 1.21921
H 4.92485 -0.26204 -0.01676
H 4.22526 0.99754 0.87655
H 2.86458 -0.30154 -1.50227
H 3.86806 1.14823 -1.62073
H 0.80991 1.07579 -2.22936
H 1.84391 2.54331 -2.24549
H 0.35910 2.30836 -1.21135
C 0.24997 -2.14962 2.04135
O 1.03175 -0.98697 1.86397
C 1.00317 -0.04307 2.97213
C 2.09939 1.04779 2.95056
O 2.19769 1.61800 1.63980
C 3.09857 2.67852 1.42369
H -0.83613 -2.09112 1.97004
H 0.43034 -2.57890 3.02688
H 0.62581 -2.84407 1.28996
H 1.27101 -0.53701 3.90615
H 0.01376 0.37652 3.15406
H 3.06222 0.57769 3.15075
H 1.87028 1.80790 3.69745
H 2.66970 3.46288 2.04735
H 3.06771 3.00261 0.38345
H 4.07600 2.50702 1.87461
C 0.86802 3.76703 0.72006
O -0.37270 3.74091 1.28344
C -1.08140 2.57188 0.92564
C -2.42353 2.63143 1.61020
O -2.23968 2.82055 3.03978
C -3.44744 3.14513 3.72142
H 1.42643 4.60468 1.13792
H 0.68902 3.93801 -0.34146
H 1.35448 2.82198 0.96165
H -0.62411 1.64265 1.26553
H -1.22601 2.33873 -0.12927
H -2.98129 1.74407 1.31093
H -3.04452 3.48249 1.33062
H -3.35880 3.25944 4.80178
H -4.24920 2.43403 3.52236
H -3.83773 4.10562 3.38495
C -2.63134 -1.84421 -2.63052
O -1.38403 -2.19980 -3.24708
C -0.44524 -1.15681 -3.40693
C 0.84688 -1.73113 -3.89158
O 0.88533 -2.08197 -5.31197
C 2.14586 -2.43744 -5.85402
H -3.29493 -2.70814 -2.66762
H -3.11143 -0.97704 -3.08399
H -2.50106 -1.62462 -1.57084
H -0.30905 -0.46941 -2.57205
H -0.87962 -0.51154 -4.17050
H 1.12785 -2.62567 -3.33575
H 1.63028 -0.99358 -3.71720
H 2.00960 -2.72445 -6.89669
H 2.65719 -3.29688 -5.42044
H 2.82801 -1.58794 -5.88761
C -2.49110 -2.19908 2.76418
C -2.13425 -2.28596 1.40068
C -1.78836 -1.15593 0.68564
C -1.85517 0.14578 1.25065
C -2.20034 0.22950 2.57528
C -2.57236 -0.92747 3.32724
H -2.78206 -3.06154 3.34549
H -2.18712 -3.18166 0.79956
H -1.53854 -1.31209 -0.35340
H -1.72852 1.05119 0.67567
H -2.32800 1.23339 2.95253
H -2.92099 -0.89262 4.34883
*
```

The following is a DFT calculation (ωB97M-V with the def2-TZVPD basis set) of a molecular structure, C24H52N4O14.

orbital gap = 6.99 eV
HOMO level = -9.26 eV
LUMO level = -2.27 eV
energy relative to the best compared isomer or geometry (same formula, charge and spin) = 469.0 kJ/mol

Structure (ORCA input):
```
! RIJCOSX wB97M-V def2-TZVPD def2/J DEFGRID3
* xyz 0 1
C -20.25674 -66.68739 24.20653
C -19.56865 -67.48459 23.10493
O -18.45945 -67.12428 22.64028
N -20.08834 -68.81958 22.67970
H -20.89706 -69.02983 23.15956
H -20.44459 -68.59415 21.75215
C -19.14659 -69.86563 22.24995
H -20.46562 -67.17405 24.95551
H -21.07989 -66.08945 23.85567
H -19.63536 -65.77718 24.68238
H -19.68178 -70.66604 21.91984
H -18.47005 -70.04980 23.08191
H -18.40759 -69.65957 21.29005
C -26.99116 -69.35184 22.32769
C -25.72906 -69.94315 23.00696
O -25.47199 -71.11616 22.96085
N -24.90756 -68.95817 23.82905
H -23.97127 -69.36765 23.94533
H -24.92531 -68.06944 23.09830
C -25.57018 -68.60686 25.10414
H -27.87422 -69.90808 22.66889
H -26.84131 -69.38054 21.21683
H -27.04333 -68.32219 22.30940
H -24.96946 -68.25062 25.81691
H -26.30299 -69.34646 25.61479
H -26.26737 -67.99337 24.76913
N -23.80614 -66.56711 21.67504
O -24.85462 -67.21389 21.81185
O -23.30901 -65.99097 22.68070
O -23.18717 -66.58471 20.73567
N -22.07625 -69.40325 23.97988
O -22.84193 -69.95962 24.77171
O -22.59327 -68.97452 22.89350
O -20.83091 -69.50334 24.09447
C -27.57873 -65.51471 22.99153
C -29.11390 -65.48131 22.97671
C -29.75093 -66.86961 22.96337
O -29.38650 -64.83086 24.16878
H -27.16054 -64.57517 23.12863
H -27.22061 -65.93486 22.07222
H -27.15310 -66.09674 23.64472
H -29.64240 -65.12913 22.06097
H -29.48559 -67.44379 22.12661
H -30.77879 -67.00181 22.93743
H -29.46263 -67.40984 23.76248
H -29.14166 -63.86683 23.90688
C -20.27931 -70.44360 18.99370
C -21.46854 -69.45607 19.22487
C -22.71379 -70.23601 19.52042
O -21.17838 -68.57463 20.23014
H -20.34657 -71.10036 18.18209
H -20.32316 -71.20759 19.76258
H -19.41974 -69.87082 18.82037
H -21.58116 -69.06916 18.07618
H -23.63603 -69.72230 19.63776
H -22.70984 -70.83570 20.29429
H -22.99356 -70.98999 18.84498
H -21.83141 -67.90242 20.02146
C -24.53142 -63.67778 24.85196
C -23.18435 -63.96606 25.65909
C -23.31030 -65.17928 26.44259
O -22.13293 -64.12921 24.67595
H -24.30840 -62.83745 24.12024
H -25.21699 -63.45687 25.56026
H -25.09077 -64.39908 24.27868
H -22.86532 -63.16347 26.21698
H -23.87685 -64.85899 27.33965
H -22.24581 -65.42694 26.91764
H -23.81015 -66.20970 26.13635
H -22.33178 -64.73872 23.93769
C -19.27241 -63.11321 20.19746
C -20.29051 -63.92281 20.97072
C -21.57353 -63.08255 21.31625
O -20.73351 -65.05276 20.32000
H -19.00753 -62.15354 20.57786
H -19.63681 -63.03522 19.10712
H -18.30218 -63.69525 20.36081
H -19.67557 -64.03886 22.04954
H -22.34529 -62.92081 20.55693
H -21.36794 -62.13759 21.69213
H -22.14484 -63.82744 22.26845
H -21.65201 -65.33946 20.67884
C -28.91850 -65.97987 17.49769
C -28.13361 -65.17144 16.38323
C -26.74601 -64.88202 16.62795
O -26.10492 -64.16891 15.97830
C -26.05618 -65.41968 17.85424
C -26.81911 -66.15230 18.86145
C -28.27457 -66.33820 18.72715
O -28.86758 -66.72190 19.74163
H -30.06549 -66.00426 17.45959
H -28.53705 -64.70733 15.51421
H -25.05090 -65.13063 17.86789
H -26.46855 -66.51958 19.78782
*
```

The following is a DFT calculation (ωB97M-V with the def2-TZVPD basis set) of a molecular structure, C24H52O3P2Pt.

expectation value of S² = 6.02
orbital gap (alpha / beta) = 5.97 / 4.40 eV
HOMO level (alpha / beta) = -19.12 / -22.20 eV
LUMO level (alpha / beta) = -13.15 / -17.80 eV
energy relative to the best compared isomer or geometry (same formula, charge and spin) = 0.0 kJ/mol

Structure (ORCA input):
```
! RIJCOSX wB97M-V def2-TZVPD def2/J DEFGRID3
* xyz 4 5
Pt -0.75742 0.28504 0.15063
C -1.62081 -1.42249 0.51877
O -1.88638 -2.53137 0.70171
C 0.76278 1.39017 -0.21863
O 1.79954 1.85428 -0.46588
P -1.02266 0.09312 -2.18257
C -2.64766 0.93391 -2.49453
H -2.84625 0.85649 -3.57699
C 0.09600 0.97589 -3.40065
H 0.29311 1.94179 -2.89704
C -1.28433 -1.63578 -2.79852
H -2.06965 -2.03661 -2.13114
C -0.20187 -0.95905 3.52737
P -0.29943 0.57423 2.47762
H -1.59014 1.84347 4.05672
H -1.16521 -1.46034 3.35135
C 1.00887 1.70327 3.21674
H 0.84087 1.65260 4.30773
C 1.44980 0.28423 -3.57616
H 2.09506 0.98066 -4.13152
H 1.38131 -0.64199 -4.15744
H 1.95117 0.05599 -2.62791
C -0.53728 1.28650 -4.76719
H -0.72152 0.37197 -5.33935
H 0.16962 1.90387 -5.33728
H -1.47361 1.85210 -4.70472
C -1.81197 -1.72274 -4.23388
H -2.63240 -1.02384 -4.42484
H -2.20844 -2.73678 -4.37964
H -1.02010 -1.56618 -4.97734
C -0.04264 -2.52510 -2.60837
H -0.38260 -3.57350 -2.55208
H 0.52234 -2.30402 -1.69032
H 0.64836 -2.44917 -3.46206
C -3.75615 0.19634 -1.75264
H -3.92604 -0.81832 -2.13379
H -4.68705 0.77103 -1.83094
H -3.50333 0.08342 -0.69143
C -2.55419 2.41483 -2.11365
H -2.32338 2.53998 -1.04775
H -3.52251 2.89910 -2.30473
H -1.78477 2.94770 -2.68905
C -0.10832 -0.60169 5.01227
H -0.82121 0.16779 5.32329
H 0.89917 -0.26265 5.27569
H -0.31943 -1.49559 5.61215
C 0.88717 -1.95792 3.13197
H 1.89584 -1.56549 3.29224
C -2.29295 2.49187 2.11575
H 0.82528 -2.29548 2.09192
H 0.78132 -2.84719 3.76736
C -2.98093 0.36592 3.29262
H -2.31832 2.07509 1.09442
H -3.30131 2.84556 2.36519
H -1.62943 3.36322 2.06974
C -1.86491 1.39629 3.08657
H -3.95280 0.87387 3.33267
H -2.85704 -0.19005 4.22959
H -3.03721 -0.36663 2.47275
C 0.82386 3.16094 2.78943
H 0.89695 3.26681 1.69753
H 1.62095 3.76834 3.24145
H -0.13151 3.56940 3.13675
C 2.44099 1.24061 2.94941
H 2.66936 1.25898 1.87668
H 2.64989 0.23847 3.34016
H 3.14198 1.93077 3.44256
H -4.02856 1.30112 0.84033
H -4.04693 1.61558 0.15683
C 5.06212 -2.48699 -1.04069
C 4.96735 -1.99715 0.41400
C 3.47554 -1.70930 0.60735
O 2.85193 -1.51005 -0.69012
C 3.74290 -2.01971 -1.68899
H 5.92797 -2.07701 -1.58110
H 5.10319 -3.57844 -1.06252
H 5.53388 -1.07684 0.55799
H 5.31428 -2.73541 1.14336
H 2.98573 -2.55029 1.14649
H 3.29260 -0.78564 1.19049
H 3.91519 -1.24539 -2.45063
H 3.24639 -2.86042 -2.19155
*
```

The following is a DFT calculation (ωB97M-V with the def2-TZVPD basis set) of a molecular structure, C24H53InO13P.

orbital gap = 5.50 eV
HOMO level = -3.68 eV
LUMO level = 1.82 eV
energy relative to the best compared isomer or geometry (same formula, charge and spin) = 19.9 kJ/mol

Structure (ORCA input):
```
! RIJCOSX wB97M-V def2-TZVPD def2/J DEFGRID3
* xyz -1 1
O -1.51252 3.65924 0.08653
P -1.24709 2.45671 0.97402
In 0.02319 0.44886 -0.07074
H -0.53877 2.88271 2.14388
H -2.50530 2.00998 1.49184
H 1.65201 0.46859 0.63544
H 0.02229 0.63454 -1.77660
H -0.79626 -1.00016 0.53557
O 3.53058 1.62105 3.10283
C 3.44931 2.80682 2.95152
O 3.04869 3.30108 1.76334
C 2.76341 4.68126 1.53958
C 4.01475 5.47450 1.21707
C 3.87773 3.77051 4.04023
H 2.21060 5.10281 2.38086
H 2.08602 4.68783 0.68676
H 4.72203 5.47153 2.04762
H 3.75790 6.50953 0.98668
H 4.52126 5.03874 0.35526
H 4.95861 3.89673 3.98246
H 3.62551 3.32322 4.99887
H 3.40052 4.74624 3.99079
O -0.10853 -0.84233 -3.63703
C -0.76789 -1.65684 -4.21235
O -1.22293 -2.73496 -3.51340
C -2.16023 -3.65854 -4.05150
C -1.48929 -4.73522 -4.88304
C -1.04436 -1.58196 -5.69847
H -2.94088 -3.14075 -4.61275
H -2.64170 -4.10733 -3.18229
H -0.98942 -4.30877 -5.75326
H -2.22393 -5.46418 -5.23074
H -0.73700 -5.25110 -4.28467
H -0.19573 -1.99883 -6.23367
H -1.14596 -0.53155 -5.96343
H -1.94683 -2.09128 -6.01842
O -1.19948 -3.16458 -8.21077
C -0.22243 -3.50850 -8.81704
O 0.94798 -2.89729 -8.54270
C 2.20458 -3.33606 -9.06513
C 2.47603 -2.76814 -10.44265
C -0.28395 -4.54265 -9.91753
H 2.27000 -4.42536 -9.04671
H 2.94386 -2.96460 -8.35736
H 1.74013 -3.10972 -11.17143
H 3.46632 -3.06750 -10.78736
H 2.42895 -1.67957 -10.41359
H -0.59520 -4.04942 -10.83784
H -1.03508 -5.27910 -9.64243
H 0.65138 -5.06810 -10.09293
O 8.71007 1.17917 -0.06090
C 7.59700 0.77771 -0.30055
O 6.56300 1.26538 0.38779
C 5.18683 0.97304 0.04674
C 4.70050 -0.32185 0.64470
C 7.36400 -0.32167 -1.31438
H 5.05448 1.00581 -1.03560
H 4.61288 1.79958 0.45918
H 5.25672 -1.18641 0.27123
H 3.64540 -0.45345 0.40640
H 4.81129 -0.30802 1.72836
H 7.53349 -1.28115 -0.82737
H 8.09018 -0.19950 -2.11520
H 6.37145 -0.31892 -1.75539
O -0.87963 -0.20168 3.64043
C -1.95994 -0.61895 3.94278
O -2.64707 -1.37765 3.06436
C -3.85652 -2.05225 3.39897
C -5.07181 -1.15901 3.25627
C -2.61255 -0.24588 5.25953
H -3.79133 -2.49349 4.39696
H -3.91654 -2.88006 2.69227
H -5.03164 -0.31513 3.94181
H -5.98470 -1.72038 3.46195
H -5.12244 -0.75972 2.24257
H -3.09141 0.72595 5.13943
H -1.82457 -0.16508 6.00629
H -3.35067 -0.95733 5.62073
O -5.78497 0.12208 6.24427
C -5.70797 0.92501 7.13268
O -6.44875 2.04988 7.05443
C -6.54876 2.99121 8.12503
C -5.40981 3.98975 8.11145
C -4.74132 0.74587 8.28072
H -6.63553 2.47705 9.08406
H -7.49459 3.50446 7.95639
H -4.44594 3.50296 8.26113
H -5.54632 4.73201 8.89884
H -5.37206 4.50099 7.14968
H -3.75943 1.09509 7.96131
H -4.67893 -0.31655 8.50349
H -5.02502 1.26306 9.19385
*
```

The calculation returns the following max |F| values, one per record and in order: 0.0358; 0.1264; 0.3860; 0.0983; 0.0174 Eh/bohr.